1.
Formula: C42H59F4N3O30S4
Source: the Open Molecules 2025 dataset
Level of theory: ωB97M-V with the def2-TZVPD basis set

```
142
Properties=species:S:1:pos:R:3
O 3.74 1.01 -2.14
N 3.07 1.05 -3.14
O 1.94 0.61 -3.20
C 3.65 1.54 -4.38
C 3.15 1.09 -5.62
C 3.78 1.47 -6.80
C 4.92 2.24 -6.75
C 5.40 2.69 -5.53
C 4.82 2.26 -4.33
H 2.27 0.46 -5.60
H 3.38 1.15 -7.75
H 5.46 2.44 -7.66
H 6.36 3.19 -5.51
H 5.38 2.38 -3.41
O -0.17 -7.86 5.42
N -0.78 -7.54 4.42
O -1.77 -8.08 3.98
C -0.28 -6.36 3.70
C 0.39 -5.37 4.40
C 0.86 -4.26 3.72
C 0.66 -4.13 2.36
C -0.08 -5.10 1.67
C -0.51 -6.25 2.34
H 0.51 -5.36 5.47
H 1.46 -3.56 4.29
H 1.19 -3.33 1.87
H -0.25 -5.06 0.60
H -1.00 -6.97 1.70
O 3.85 4.78 2.05
N 2.96 4.04 1.68
O 2.98 2.85 1.88
C 1.93 4.61 0.81
C 0.96 3.84 0.23
C -0.01 4.36 -0.60
C -0.02 5.73 -0.81
C 0.97 6.54 -0.23
C 1.93 5.99 0.64
H 1.05 2.77 0.41
H -0.72 3.75 -1.13
H -0.64 6.21 -1.55
H 0.99 7.59 -0.49
H 2.68 6.65 1.04
O 0.94 0.80 2.84
C 0.62 0.33 1.80
O 1.44 0.34 0.72
C 0.70 -0.18 -0.38
C -0.56 -0.81 0.23
F -0.41 -2.16 0.19
O -0.54 -0.32 1.54
H 0.41 0.65 -1.01
H 1.23 -0.87 -1.02
H -1.36 -0.54 -0.45
O 0.25 2.80 -7.08
C -0.41 2.44 -6.16
O 0.09 2.17 -4.94
C -0.98 1.78 -4.10
C -2.08 1.37 -5.07
F -3.32 1.72 -4.66
O -1.73 2.20 -6.19
H -0.65 1.06 -3.36
H -1.31 2.65 -3.51
H -2.09 0.31 -5.32
O -1.11 -1.15 -2.81
C -0.81 -2.29 -2.98
O 0.10 -2.98 -2.30
C -0.03 -4.36 -2.64
C -0.87 -4.34 -3.94
F -1.80 -5.31 -4.02
O -1.50 -3.08 -3.84
H 0.93 -4.82 -2.87
H -0.53 -4.91 -1.85
H -0.20 -4.44 -4.79
O 3.79 -2.73 1.91
C 4.03 -2.57 0.76
O 5.23 -2.41 0.19
C 5.09 -2.27 -1.22
C 3.66 -2.72 -1.45
F 3.55 -3.98 -1.97
O 3.08 -2.61 -0.21
H 5.41 -1.28 -1.57
H 5.83 -2.92 -1.69
H 3.13 -2.04 -2.14
C -1.78 2.38 4.13
C -2.24 3.06 2.86
O -3.60 3.47 3.05
S -4.05 4.94 2.57
C -3.77 5.75 4.16
O -3.09 5.48 1.65
O -5.47 4.88 2.34
H -0.87 1.82 3.92
H -2.53 1.76 4.62
H -1.39 3.07 4.89
H -1.53 3.83 2.56
H -2.23 2.33 2.05
H -2.89 5.30 4.61
H -4.67 5.58 4.74
H -3.57 6.81 4.02
C -5.47 1.22 1.95
C -4.78 0.51 0.82
O -3.51 1.13 0.57
S -3.17 1.69 -0.91
C -4.04 3.26 -0.99
O -1.73 1.89 -0.97
O -3.76 0.78 -1.86
H -6.43 0.74 2.15
H -5.45 2.29 1.75
H -4.85 1.18 2.84
H -4.55 -0.48 1.24
H -5.42 0.38 -0.06
H -5.10 3.11 -0.77
H -3.91 3.51 -2.05
H -3.57 3.99 -0.34
C -5.09 -6.82 -1.15
C -5.31 -5.42 -1.69
O -5.28 -4.49 -0.58
S -3.95 -3.61 -0.40
C -4.09 -2.34 -1.68
O -4.07 -2.98 0.88
O -2.79 -4.40 -0.75
H -5.77 -6.87 -0.29
H -4.12 -7.09 -0.74
H -5.58 -7.60 -1.74
H -4.63 -5.16 -2.50
H -6.34 -5.29 -2.03
H -5.09 -1.95 -1.47
H -4.07 -2.74 -2.69
H -3.26 -1.65 -1.57
C 5.21 2.91 5.56
C 5.77 1.52 5.68
O 6.13 1.12 4.33
S 5.52 -0.30 3.79
C 3.78 0.10 3.70
O 6.04 -0.48 2.46
O 5.67 -1.31 4.80
H 5.87 3.63 5.08
H 4.93 3.32 6.54
H 4.31 2.90 4.94
H 6.66 1.53 6.32
H 5.09 0.75 6.04
H 3.55 0.78 2.88
H 3.35 0.57 4.58
H 3.32 -0.87 3.53
```

Values from the calculation:
SMILES string: O=[N+]([O-])c1ccccc1.O=[N+]([O-])c1ccccc1.O=[N+]([O-])c1ccccc1.O=C1OC[C@@H](F)O1.O=C1OC[C@@H](F)O1.O=C1OC[C@@H](F)O1.O=C1OC[C@@H](F)O1.CCOS(C)(=O)=O.CCOS(C)(=O)=O.CCOS(C)(=O)=O.CCOS(C)(=O)=O
Lowest unoccupied orbital energy, eV: -0.9
Largest force on an atom, eV/Å: 2.80
Orbital gap, eV: 8.5615
Net charge: 0
Multiplicity: 1



2.
Formula: C42H60BClNO20
Source: the Open Molecules 2025 dataset
Level of theory: ωB97M-V with the def2-TZVPD basis set

```
125
Properties=species:S:1:pos:R:3
C 0.52 1.07 -1.75
C 0.66 0.06 -1.12
C 0.42 -1.04 -0.13
C 1.71 -1.42 0.59
C 2.50 -0.13 0.85
C 3.51 -0.20 2.02
C 4.42 1.05 1.88
O -0.58 -0.78 0.81
B -1.84 -0.74 0.05
Cl -2.31 1.15 0.00
C -3.14 -1.51 0.76
C -4.44 -0.87 0.38
C -5.23 -0.23 1.32
C -6.42 0.40 0.96
C -6.86 0.39 -0.35
C -6.09 -0.29 -1.29
C -4.91 -0.90 -0.93
O -1.55 -1.40 -1.23
C -0.34 -2.10 -1.00
C -0.51 -3.44 -0.28
C 0.22 -2.44 -2.40
C 1.71 -2.57 -2.50
N 2.36 -1.81 -3.28
H 0.34 1.85 -2.44
H 1.51 -1.86 1.56
H 2.32 -2.14 0.04
H 1.78 0.64 1.12
H 3.05 0.16 -0.04
H 2.94 -0.04 2.94
H 4.07 -1.13 2.03
H 4.26 1.73 2.71
H 4.15 1.58 0.97
H 5.47 0.80 1.76
H -3.18 -2.50 0.31
H -3.05 -1.58 1.83
H -4.94 -0.16 2.36
H -7.03 0.90 1.70
H -7.76 0.88 -0.68
H -6.38 -0.33 -2.34
H -4.29 -1.41 -1.66
H -1.05 -4.16 -0.90
H 0.49 -3.86 -0.12
H -0.98 -3.34 0.70
H -0.18 -3.40 -2.74
H -0.12 -1.68 -3.09
H 2.25 -3.33 -1.92
H 3.35 -2.03 -3.26
C -2.88 -2.17 7.02
C -3.14 -3.30 6.05
C -1.91 -4.10 5.69
O -2.24 -4.60 4.40
C -3.08 -3.68 3.82
O -3.36 -3.65 2.68
O -3.53 -2.80 4.76
H -2.20 -1.44 6.59
H -3.80 -1.65 7.27
H -2.44 -2.56 7.94
H -3.94 -3.94 6.42
H -1.72 -4.91 6.39
H -1.01 -3.48 5.61
C 8.26 -4.33 3.04
C 6.82 -4.26 2.60
C 6.25 -2.86 2.59
O 4.85 -3.11 2.79
C 4.75 -4.25 3.52
O 3.77 -4.63 4.05
O 5.95 -4.91 3.55
H 8.37 -3.99 4.07
H 8.64 -5.35 2.99
H 8.88 -3.70 2.40
H 6.69 -4.75 1.64
H 6.42 -2.34 1.65
H 6.61 -2.25 3.42
C 3.86 4.57 -3.00
C 5.13 4.32 -2.24
C 5.60 2.89 -2.39
O 6.35 2.69 -1.19
C 5.81 3.51 -0.24
O 6.06 3.44 0.91
O 4.96 4.41 -0.81
H 3.04 3.95 -2.63
H 3.54 5.60 -2.91
H 4.01 4.35 -4.06
H 5.90 5.04 -2.52
H 6.22 2.73 -3.27
H 4.77 2.18 -2.40
C -1.86 5.59 -1.86
C -0.58 5.81 -2.62
C 0.65 5.75 -1.75
O 1.58 6.53 -2.52
C 0.86 7.45 -3.21
O 1.32 8.39 -3.77
O -0.46 7.14 -3.18
H -2.03 6.38 -1.13
H -2.72 5.60 -2.54
H -1.83 4.63 -1.35
H -0.52 5.10 -3.46
H 1.02 4.74 -1.61
H 0.50 6.22 -0.78
C -3.18 1.74 1.74
C -3.22 3.16 2.27
C -4.55 3.85 2.09
O -4.16 5.24 2.04
C -2.91 5.27 1.52
O -2.36 6.24 1.10
O -2.36 4.04 1.51
H -3.34 1.72 0.66
H -2.21 1.28 1.92
H -3.95 1.14 2.22
H -2.89 3.19 3.31
H -5.23 3.67 2.92
H -5.03 3.59 1.15
C -2.38 -4.13 -6.83
C -2.72 -2.77 -6.25
C -2.34 -2.62 -4.79
O -3.27 -1.63 -4.35
C -4.38 -1.76 -5.11
O -5.43 -1.26 -4.88
O -4.14 -2.55 -6.19
H -2.95 -4.91 -6.33
H -2.63 -4.17 -7.89
H -1.32 -4.33 -6.72
H -2.28 -1.98 -6.85
H -1.32 -2.30 -4.65
H -2.51 -3.54 -4.21
```

Values from the calculation:
Lowest unoccupied orbital energy, eV: 1.8
Largest force on an atom, eV/Å: 17.18
Orbital gap, eV: 5.1468
Net charge: -1
Multiplicity: 1



3.
Formula: C42H60MgN6OSi
Source: the Open Molecules 2025 dataset
Level of theory: ωB97M-V with the def2-TZVPD basis set

```
111
Properties=species:S:1:pos:R:3
Mg -0.43 -0.30 0.61
C -4.56 -2.13 -2.68
N -3.21 -1.85 -2.23
C -2.18 -2.52 -2.98
C -3.00 -1.28 -0.99
N -2.11 -1.65 -0.13
C -1.61 -2.96 -0.23
C -2.52 -4.01 -0.37
C -2.06 -5.32 -0.50
C -0.72 -5.56 -0.60
C 0.24 -4.52 -0.48
C 1.58 -4.87 -0.63
C 2.72 -4.01 -1.03
C 2.99 -2.68 -0.45
C 1.85 -1.73 -0.34
N 2.20 -0.37 0.03
C 3.32 0.14 0.37
N 3.46 1.53 0.29
C 2.99 2.27 -0.85
C 3.52 2.28 1.52
N 4.51 -0.45 0.76
C 4.61 -1.61 1.61
C 5.75 0.28 0.65
C -0.23 -3.21 -0.16
N -3.85 -0.25 -0.71
C -4.02 0.15 0.67
C -4.12 0.79 -1.68
H -4.66 -3.21 -2.88
H -4.79 -1.59 -3.60
H -5.27 -1.86 -1.91
H -2.19 -3.61 -2.84
H -1.19 -2.15 -2.69
H -2.33 -2.31 -4.04
H -3.58 -3.81 -0.35
H -2.78 -6.12 -0.56
H -0.36 -6.56 -0.78
H 1.77 -5.93 -0.78
H 3.63 -4.61 -0.98
H 3.89 -2.23 -0.85
H 2.58 1.58 -1.59
H 3.83 2.81 -1.31
H 2.22 3.00 -0.58
H 3.85 1.64 2.34
H 2.54 2.68 1.79
H 4.22 3.11 1.42
H 3.77 -2.29 1.42
H 4.63 -1.33 2.67
H 5.54 -2.14 1.37
H 5.64 1.10 -0.07
H 6.53 -0.40 0.28
H 6.08 0.71 1.60
H -4.06 -0.75 1.28
H -4.96 0.69 0.75
H -3.20 0.78 1.01
H -3.71 0.51 -2.65
H -3.65 1.73 -1.36
H -5.19 0.96 -1.78
C 3.60 -3.24 -4.64
C 3.62 -3.82 -3.44
C 2.41 -3.71 -2.55
C 1.72 -2.39 -2.76
C 1.56 -2.04 -4.16
C 2.48 -2.44 -5.05
C 1.38 -1.56 -1.77
C 0.63 -2.18 0.48
C 0.88 -2.52 1.88
C 1.68 -1.71 2.71
C 1.97 -2.05 4.01
C 1.47 -3.22 4.56
C 0.63 -4.01 3.79
C 0.33 -3.66 2.49
H 4.44 -3.35 -5.32
H 4.43 -4.44 -3.09
H 1.72 -4.49 -2.91
H 0.78 -1.34 -4.43
H 2.44 -2.11 -6.08
H 0.86 -0.62 -1.98
H 2.04 -0.77 2.32
H 2.59 -1.39 4.61
H 1.73 -3.51 5.57
H 0.21 -4.91 4.21
H -0.35 -4.29 1.94
C -3.06 3.50 1.34
Si -1.34 3.42 0.46
C -0.09 4.37 1.58
C -1.60 4.67 -0.98
C -0.73 1.77 -0.20
H -3.21 4.46 1.82
H -3.20 2.73 2.09
H -3.85 3.39 0.61
H -0.43 5.39 1.75
H 0.87 4.44 1.08
H 0.07 3.92 2.56
H -1.93 5.64 -0.63
H -2.35 4.30 -1.68
H -0.68 4.81 -1.54
H -1.25 1.61 -1.15
H 0.31 1.94 -0.47
C -2.25 0.28 4.36
C -1.31 1.49 4.29
C -0.19 1.02 3.34
O -0.75 -0.04 2.60
C -1.51 -0.78 3.53
H -3.21 0.51 3.90
H -2.42 -0.06 5.38
H -0.92 1.77 5.27
H -1.82 2.36 3.87
H 0.67 0.65 3.92
H 0.13 1.78 2.63
H -0.84 -1.37 4.17
H -2.15 -1.45 2.96
```

Values from the calculation:
Lowest unoccupied orbital energy (spin up / spin down), eV: 0.0 / 0.6
Largest force on an atom, eV/Å: 1.07
Orbital gap (spin up / spin down), eV: 6.5344 / 6.9508
Net charge: 0
Multiplicity: 1



no.,E_tot (eV)
1,-164607.4311
2,-100164.2037
3,-68834.5559